[1]
Computed, not measured: C18H18Br24ClF3NO6P2 as an isolated structure, with wB97M-V/def2-TZVPD.

Highest occupied orbital energy ... -11.44 eV
E ... -64421.4862 Eh
Lowest unoccupied orbital energy ... -5.03 eV
Maximum force ... 0.03789 hartree/bohr

```
! wB97M-V def2-TZVPD RIJCOSX def2/J DEFGRID3
* xyz 1 1
O 2.9615 2.9369 1.6197
C 2.3701 2.4131 0.7398
O 1.6444 1.3033 0.9171
C 0.2858 1.5612 1.3470
C -0.6034 2.1517 0.2415
C -1.5934 3.1577 0.7312
F -1.9722 3.1026 2.0115
C -2.1450 4.0567 -0.0710
F -3.2898 4.6472 0.1743
F -1.6137 4.4139 -1.2280
C 2.4594 3.0600 -0.6139
C 2.8818 2.3477 -1.7492
P 3.4433 0.5613 -1.9279
O 2.4097 -0.3750 -1.1284
Cl 5.1336 0.5631 -0.7612
C 2.9274 3.0196 -2.9485
N 2.6007 4.3184 -3.0426
C 2.2185 5.0134 -1.9698
C 2.1396 4.4205 -0.7222
P 1.6633 5.5364 0.6247
O 2.8315 6.2553 1.1279
O 0.9038 4.7478 1.7676
O 0.6051 6.5202 -0.0402
H -0.1225 0.5921 1.6064
H 0.2934 2.1377 2.2659
H -0.0442 2.6062 -0.5716
H -1.1678 1.3323 -0.1978
H 2.8041 -0.7617 -0.3326
H 3.2445 2.5105 -3.8487
H 2.6766 4.7631 -3.9487
H 1.9959 6.0595 -2.1141
H 1.2457 5.1037 2.6036
H 0.1799 6.9792 0.7016
C 1.4400 -3.1049 -3.7697
Br 0.6545 -4.4922 -4.8432
Br 3.3581 -3.0725 -3.9433
Br 0.6591 -1.3852 -4.1692
H 1.2137 -3.3275 -2.7367
C -3.2185 -1.0626 1.6968
Br -2.8265 -0.0131 3.2594
Br -3.5840 0.0466 0.1671
Br -1.8160 -2.3273 1.3283
H -4.1146 -1.6312 1.9056
C 3.1608 -5.2407 -7.6284
Br 4.0595 -3.8330 -8.5841
Br 1.5257 -5.7624 -8.4963
Br 4.3181 -6.7472 -7.3236
H 2.8924 -4.8444 -6.6588
C -3.0326 -4.2115 4.4605
Br -1.7775 -5.6339 4.7953
Br -4.6078 -4.8508 3.5564
Br -3.4650 -3.2511 6.0743
H -2.5466 -3.5109 3.7975
C -8.7878 -4.6179 5.3116
Br -7.1356 -4.0104 6.0871
Br -8.5478 -5.1590 3.4768
Br -9.5994 -6.0075 6.3618
H -9.4687 -3.7800 5.3091
C 1.9970 -4.8566 3.7180
Br 2.3829 -3.7837 5.2630
Br 1.6077 -3.7559 2.1776
Br 3.3968 -6.1215 3.3524
H 1.1000 -5.4189 3.9342
C 4.4639 -6.7521 -1.8082
Br 6.2881 -6.1915 -2.0512
Br 3.5748 -5.6920 -0.4669
Br 3.4902 -6.7438 -3.4652
H 4.4869 -7.7723 -1.4546
C -4.2108 8.3600 0.1472
Br -5.1306 6.9373 -0.7565
Br -2.3006 8.2284 -0.1078
Br -4.8637 10.0845 -0.3842
H -4.4037 8.2531 1.2044
*
```

And the Mulliken charges, in e, turn out to be: -0.47 -0.31 -0.19 -0.61 0.36 0.19 -0.36 0.38 -0.16 -0.22 0.41 0.47 0.27 -0.08 -0.24 -0.58 0.10 -0.85 0.34 1.09 -0.74 -0.36 -0.41 0.05 0.49 -0.10 0.38 0.26 0.50 0.32 0.59 0.35 0.23 -0.19 -0.04 -0.04 -0.07 0.29 -0.37 0.00 -0.06 -0.02 0.41 0.50 -0.01 -0.01 -0.02 -0.48 0.33 0.00 0.02 -0.04 -0.28 -0.30 0.01 -0.05 -0.01 0.35 -0.11 0.00 0.02 -0.02 0.07 -0.40 -0.01 0.06 0.05 0.35 -0.36 -0.02 0.01 -0.02 0.38

[2]
Computed, not measured: C18H18BrOSr as an isolated structure, with wB97M-V/def2-TZVPD.

Highest occupied orbital energy (alpha / beta) ... -3.27 / -3.27 eV
E ... -3376.6294 Eh
Lowest unoccupied orbital energy (alpha / beta) ... -0.85 / -0.86 eV
Maximum force ... 0.07775 hartree/bohr

```
! wB97M-V def2-TZVPD RIJCOSX def2/J DEFGRID3
* xyz -1 1
C -1.6883 -0.0261 -1.2131
C -1.1657 1.2401 -1.5952
C -0.2756 1.0369 -2.6697
H -1.5204 2.1582 -1.1463
C -0.2217 -0.3937 -2.9289
C -1.0843 -1.0378 -2.0041
H -1.3318 -2.0964 -1.9458
H -2.5000 -0.1550 -0.4856
H 0.2034 1.8259 -3.2601
H 0.3172 -0.8590 -3.7636
C 0.9204 0.6088 2.5182
C -0.4210 0.6209 2.0421
C -0.8167 -0.7290 1.7837
H -1.1248 1.4393 1.9546
C 0.2820 -1.5930 2.0705
C 1.3596 -0.7773 2.5529
H 2.3156 -1.1368 2.9411
H 1.4710 1.4783 2.8831
H -1.8224 -1.0219 1.4828
H 0.2590 -2.6766 1.9761
Sr 1.0414 -0.1428 -0.2925
O 3.0696 -0.0240 -1.1339
C 3.8118 0.8365 -1.8970
C 4.4876 -0.2703 -2.6476
H 3.2231 1.4473 -2.5682
H 4.5642 1.4236 -1.3692
H 3.8646 -0.7800 -3.4757
H 5.9388 -1.8037 -4.1656
C 6.4203 -1.6160 -3.1968
C 5.6239 -0.9250 -2.2204
C 6.2237 -0.7427 -0.9122
H 5.5662 -0.2836 -0.1598
C 7.5234 -1.1265 -0.6805
H 7.9094 -0.9842 0.3311
C 8.2956 -1.7326 -1.6935
H 9.3142 -2.0535 -1.4597
C 7.7283 -1.9798 -2.9612
H 8.3205 -2.4970 -3.7263
Br -3.5087 2.0981 1.0665
*
```

And the Mulliken charges, in e, turn out to be: -0.07 -0.44 -0.82 0.36 -0.27 -1.19 0.35 0.47 0.40 0.37 -0.89 -0.17 -0.17 0.15 -0.89 -0.38 0.35 0.37 0.48 0.36 1.94 -1.02 -0.56 -0.38 0.37 0.37 0.31 0.32 -0.36 0.72 -0.22 0.37 -0.61 0.36 -0.23 0.35 -0.58 0.36 -0.89